Entry 1:
14
Properties=species:S:1:pos:R:3:nbo_charge:R:1 method="wB97M-V/def2-TZVPD" spin_multiplicity=1 lumo_energy_ev=-0.314 gap_ev=9.5438 homo_ev=-9.86
O -1.522 -1.632 0.826 -0.56
C 0.474 0.040 0.557 -0.28
H -3.122 0.370 0.751 0.41
H 1.671 1.313 -0.788 0.26
C 2.453 -1.184 -0.662 0.09
C 0.671 0.928 -0.630 -0.45
H 0.129 -1.326 -1.353 0.27
H -1.871 1.464 0.246 0.41
N -2.158 0.530 0.491 -0.83
C -1.290 -0.489 0.565 0.70
C 0.517 -0.566 -0.694 -0.05
H 0.898 -0.101 1.539 0.29
N 3.265 -0.932 0.137 -0.47
H -0.116 1.586 -0.985 0.21

Entry 2:
14
Properties=species:S:1:pos:R:3:nbo_charge:R:1 method="wB97M-V/def2-TZVPD" spin_multiplicity=1 lumo_energy_ev=0.870 smiles="C1=NN2C[C@@H]2[C@@H]2O[C@H]12" gap_ev=9.5274 homo_ev=-8.66
H 2.711 0.989 -0.751 0.21
C 0.490 0.633 -1.520 0.03
H -1.410 -1.975 1.166 0.23
O -0.406 -0.314 -1.992 -0.46
C -0.801 -0.078 0.605 -0.18
H 0.815 1.615 -2.117 0.19
C -0.939 0.437 -0.853 0.05
C -0.725 -1.206 1.642 -0.15
H -0.644 -0.970 2.585 0.19
H -1.873 0.718 -1.209 0.20
H -0.840 0.625 1.426 0.18
C 1.617 0.604 -0.355 -0.01
N 0.394 -0.855 0.767 -0.28
N 1.613 -0.221 0.606 -0.20

Entry 3:
14
Properties=species:S:1:pos:R:3:mulliken_spin:R:1 method="wB97M-V/def2-TZVPD" spin_multiplicity=3 lumo_energy_ev="0.657 / -3.161" gap_ev="7.1513 / 6.9632" homo_ev="-6.49 / -10.12"
C -0.630 1.103 0.517 0.03
H 2.392 -2.147 0.376 0.05
C 1.326 -2.270 0.002 -0.01
H 0.932 0.856 -0.821 0.03
C 0.491 -1.013 0.293 0.81
N -1.296 2.011 -0.372 0.05
C 1.190 -2.595 -1.494 0.01
C 0.409 0.235 -0.148 0.84
H -0.313 -1.388 0.900 0.03
H -2.259 2.303 -0.236 -0.01
H 0.900 -3.110 0.481 0.01
H -1.116 1.788 -1.411 0.00
O -0.695 1.281 1.709 0.13
N 1.074 -2.854 -2.602 0.01

Entry 4:
15
Properties=species:S:1:pos:R:3:nbo_charge:R:1 method="wB97M-V/def2-TZVPD" spin_multiplicity=1 lumo_energy_ev=0.598 smiles="C[C@H](C=C=O)N=C=NO" gap_ev=9.8540 homo_ev=-9.26
H -2.161 1.743 0.196 0.23
O 3.262 0.517 0.486 -0.50
C 0.872 -1.437 -0.097 0.73
H -1.556 -0.100 -1.534 0.21
C -2.023 0.633 0.418 -0.61
N 2.006 0.966 0.436 -0.19
C -1.041 0.006 -0.598 -0.05
C -0.431 -1.209 -0.026 -0.56
H -1.849 0.492 1.578 0.22
C 1.127 0.973 -0.391 0.53
H -0.804 -1.826 0.791 0.27
O 1.993 -1.778 -0.289 -0.50
H -2.909 0.169 0.144 0.21
H 3.474 -0.119 -0.180 0.47
N 0.040 0.972 -0.935 -0.48

Entry 5:
15
Properties=species:S:1:pos:R:3:nbo_charge:R:1 method="wB97M-V/def2-TZVPD" spin_multiplicity=1 lumo_energy_ev=0.122 smiles="C=C=N[C@@H](C=C)ON=O" gap_ev=9.2647 homo_ev=-9.14
H -0.115 0.319 2.434 0.22
C 0.818 2.532 -1.178 -0.62
N 2.396 0.335 0.460 0.35
C 0.412 1.676 -0.296 0.44
O 3.542 0.646 0.513 -0.27
H -0.482 -2.879 -0.139 0.21
C 0.361 0.100 1.469 0.18
C -0.414 -1.822 0.049 -0.35
N -0.194 0.967 0.485 -0.46
H 0.650 -2.015 1.853 0.21
H 0.952 3.568 -0.922 0.25
H -0.866 -1.161 -0.670 0.21
H 1.055 2.230 -2.181 0.25
C 0.184 -1.360 1.129 -0.22
O 1.747 0.363 1.688 -0.38

Entry 6:
15
Properties=species:S:1:pos:R:3:nbo_charge:R:1 method="wB97M-V/def2-TZVPD" spin_multiplicity=1 lumo_energy_ev="-0.195 / -0.195" smiles="O=[N+]([O-])[C@@H]1C=CC=NC1" gap_ev="9.4506 / 9.4511" homo_ev="-9.65 / -9.65"
C -0.954 -0.783 -0.751 -0.26
O -0.438 0.384 1.924 -0.37
N -0.126 -0.730 1.627 0.54
C -0.529 1.510 -0.818 0.08
C 0.285 -0.870 0.180 -0.18
H 1.559 2.053 -0.766 0.22
O -0.088 -1.738 2.316 -0.38
H -0.901 2.497 -0.784 0.18
H -1.845 -1.134 -0.311 0.23
H 2.259 0.037 0.285 0.22
C 1.305 0.138 -0.136 -0.18
H -0.786 -1.383 -1.539 0.22
H 0.724 -1.886 0.255 0.24
N -1.311 0.560 -1.034 -0.36
C 0.846 1.345 -0.448 -0.20

Energy values, unit Ha, following the record order: -378.6976, -378.5836, -378.6740, -453.9438, -453.9391, -453.9552.
M values, unit g/mol, following the record order: 110.1, 110.1, 110.1, 126.1, 126.1, 126.1.
Energy above the lowest of the compared OMol25 structures with the same formula, charge and spin values, unit kcal per mole, following the record order: 108.8, 180.3, 20.8, 119.5, 122.4, 112.3.